Formula: C3H10N3S
Source: OMol25
Level of theory: ωB97M-V with the def2-TZVPD basis set

The geometry in XYZ format:
```
17
Properties=species:S:1:pos:R:3
C 2.084 0.507 -0.607
S 1.997 -0.896 0.506
C 0.183 -0.472 0.966
N -0.266 0.795 0.803
C -1.064 0.898 -0.364
N -1.762 -0.504 -0.473
N -0.775 -1.407 -0.001
H 1.289 0.553 -1.287
H 3.013 0.733 -1.134
H 1.854 1.371 0.088
H 0.182 -0.870 2.079
H -0.595 1.321 1.635
H -1.821 1.628 -0.496
H -0.522 0.888 -1.347
H -2.460 -0.549 0.266
H -0.080 -1.661 -0.827
H -1.258 -2.336 0.192
```

Values from the calculation:
Energy above the lowest of the compared OMol25 structures with the same formula, charge and spin ... 79.3 kcal/mol
LUMO energy ... -3.45 eV
Electronic energy ... -18569.4338 eV
Molar mass ... 120.201 g mol⁻¹
SMILES ... CS[C@H]1NCN[NH2+]1
E_HOMO ... -0.485 Eh
Total charge ... +1